C28H31CsN7O | ωB97M-V/def2-TZVPD

Computed properties:
HOMO level ... -9.464 eV
HOMO-LUMO gap ... 6.55 eV

The geometry in ORCA input format:
```
! RIJCOSX wB97M-V def2-TZVPD def2/J DEFGRID3
* xyz 1 1
Cs 0.41 -0.46 0.58
C 5.28 0.78 1.06
C 3.94 0.13 1.15
N 2.84 0.67 0.79
N 2.92 1.97 0.29
C 1.83 2.40 -0.30
O 0.73 1.79 -0.52
C 1.90 3.84 -0.77
C 3.05 4.62 -0.67
C 3.04 5.93 -1.13
C 1.90 6.49 -1.68
C 0.75 5.72 -1.78
C 0.76 4.40 -1.32
C 3.84 -1.25 1.75
C 4.97 -2.04 1.88
C 4.85 -3.31 2.43
C 3.61 -3.76 2.83
C 2.53 -2.89 2.68
N 2.63 -1.67 2.15
H 5.18 1.81 0.74
H 5.80 0.74 2.03
H 5.92 0.26 0.34
H 3.94 4.18 -0.24
H 3.95 6.52 -1.05
H 1.90 7.51 -2.03
H -0.15 6.15 -2.21
H -0.13 3.78 -1.40
H 5.93 -1.67 1.56
H 5.73 -3.94 2.53
H 3.47 -4.73 3.28
H 1.54 -3.19 2.99
C 0.70 -5.87 0.92
C -0.47 -6.35 1.49
C -1.62 -5.58 1.41
C -1.56 -4.36 0.76
N -0.44 -3.88 0.22
C 0.66 -4.63 0.30
C -2.78 -3.49 0.66
C -4.04 -4.06 0.50
C -5.15 -3.24 0.43
C -4.96 -1.87 0.51
C -3.67 -1.39 0.66
N -2.59 -2.17 0.73
H 1.62 -6.44 0.95
H -0.48 -7.31 1.99
H -2.54 -5.92 1.86
H 1.56 -4.22 -0.15
H -4.14 -5.14 0.42
H -6.14 -3.66 0.30
H -5.80 -1.19 0.47
H -3.48 -0.32 0.73
N -3.81 3.13 -2.41
C -3.01 3.64 -1.23
C -2.63 2.45 -0.36
N -1.96 1.40 -1.09
C -2.66 0.96 -2.27
C -3.03 2.10 -3.20
H -4.10 3.89 -3.01
H -4.66 2.69 -2.06
H -3.63 4.38 -0.72
H -2.13 4.12 -1.66
H -3.54 2.06 0.12
H -1.97 2.81 0.43
H -0.97 1.64 -1.23
H -3.56 0.41 -1.98
H -2.04 0.26 -2.83
H -3.66 1.79 -4.04
H -2.15 2.62 -3.58
*
```

These are the Löwdin partial charges, in e, on atoms 1 to 4: number 1, Cs, carries 1.211; number 2, C, carries -0.030; number 3, C, carries -0.287; number 4, N, carries -0.133